No. 1
A cluster of 2 separate species, C27H24FN2O8S2 in total at a distorted geometry, computed with the ωB97M-V functional and the def2-TZVPD basis.

Cartesian coordinates (Å):
C -0.568 2.321 6.283
O -0.744 3.554 5.554
C -0.777 3.485 4.194
C -1.066 4.693 3.522
C -1.310 4.679 2.168
C -1.307 3.466 1.434
C -1.690 3.442 0.034
C -2.659 2.682 -0.544
C -2.892 2.881 -1.979
O -2.377 3.783 -2.642
N -3.788 1.996 -2.615
C -3.862 2.110 -4.053
C -4.476 0.955 -1.982
O -5.186 0.137 -2.586
N -4.310 0.880 -0.586
C -5.185 -0.055 0.086
C -3.527 1.757 0.196
O -3.620 1.718 1.425
C -0.851 2.302 2.089
C -0.602 2.289 3.452
H -0.530 2.639 7.326
H -1.422 1.645 6.117
H 0.372 1.825 5.994
H -1.138 5.596 4.120
H -1.576 5.595 1.645
H -1.220 4.169 -0.625
H -4.513 1.331 -4.440
H -4.243 3.096 -4.325
H -2.851 2.007 -4.459
H -5.041 0.061 1.157
H -6.222 0.172 -0.179
H -4.962 -1.081 -0.220
H -0.730 1.380 1.512
H -0.320 1.360 3.955
F 1.244 -1.044 -0.444
C 0.996 0.217 -0.819
S 2.323 1.311 -0.284
C 3.666 1.196 -1.483
C 3.691 2.123 -2.522
C 4.711 2.085 -3.475
C 5.684 1.087 -3.404
C 5.656 0.142 -2.376
C 4.640 0.192 -1.413
O 1.794 2.660 -0.338
O 2.890 0.794 0.942
S 0.412 0.290 -2.493
C -0.532 -1.229 -2.663
C 0.117 -2.388 -3.099
C -0.583 -3.595 -3.171
C -1.935 -3.639 -2.830
C -2.604 -2.473 -2.453
C -1.897 -1.269 -2.362
O -0.509 1.391 -2.716
O 1.566 0.109 -3.355
H 2.906 2.877 -2.576
H 4.715 2.838 -4.262
H 6.456 1.037 -4.167
H 6.413 -0.643 -2.315
H 4.597 -0.546 -0.612
H 1.166 -2.334 -3.388
H -0.056 -4.492 -3.498
H -2.477 -4.580 -2.875
H -3.673 -2.477 -2.237
H -2.394 -0.340 -2.071

Summary:
* orbital gap: 6.0 eV
* total charge: -1
* E_LUMO: 0.0720 Ha

Per-atom Mulliken charges, elementary charge units: atom 1 (C): -0.77, atom 2 (O): -0.46, atom 3 (C): 0.96, atom 4 (C): -0.70, atom 5 (C): -0.49, atom 6 (C): -0.15, atom 7 (C): -0.81, atom 8 (C): 0.82, atom 9 (C): 0.02, atom 10 (O): -0.67, atom 11 (N): 0.18, atom 12 (C): -1.12, atom 13 (C): 0.36, atom 14 (O): -0.65, atom 15 (N): 0.25, atom 16 (C): -1.08, atom 17 (C): 0.96, atom 18 (O): -0.71, atom 19 (C): -0.48, atom 20 (C): -0.41, atom 21 (H): 0.24, atom 22 (H): 0.32, atom 23 (H): 0.31, atom 24 (H): 0.39, atom 25 (H): 0.42, atom 26 (H): 0.50, atom 27 (H): 0.38, atom 28 (H): 0.30, atom 29 (H): 0.30, atom 30 (H): 0.37, atom 31 (H): 0.34, atom 32 (H): 0.22, atom 33 (H): 0.54, atom 34 (H): 0.27, atom 35 (F): -0.35, atom 36 (C): -0.04, atom 37 (S): 1.36, atom 38 (C): 0.05, atom 39 (C): -0.10, atom 40 (C): -0.67, atom 41 (C): -0.34, atom 42 (C): -0.61, atom 43 (C): -0.36, atom 44 (O): -0.63, atom 45 (O): -0.76, atom 46 (S): 1.35, atom 47 (C): -0.35, atom 48 (C): -0.43, atom 49 (C): -0.60, atom 50 (C): -0.44, atom 51 (C): -0.46, atom 52 (C): 0.12, atom 53 (O): -0.54, atom 54 (O): -0.68, atom 55 (H): 0.35, atom 56 (H): 0.35, atom 57 (H): 0.36, atom 58 (H): 0.35, atom 59 (H): 0.38, atom 60 (H): 0.43, atom 61 (H): 0.36, atom 62 (H): 0.36, atom 63 (H): 0.36, atom 64 (H): 0.23

---

No. 2
A structure of composition C27H24HoN3O5PS at a distorted geometry, computed with the ωB97M-V functional and the def2-TZVPD basis.

Cartesian coordinates (Å):
Ho -0.877 -0.687 -1.145
O -0.554 5.373 -2.064
C -0.685 4.045 -2.118
C -1.918 3.380 -2.142
C -1.905 2.011 -2.150
N -0.720 1.308 -2.121
C 0.460 1.919 -2.106
C 0.551 3.291 -2.120
C 1.608 0.912 -1.968
O 2.743 1.204 -2.250
O 1.175 -0.241 -1.520
C -3.110 1.087 -2.080
O -4.231 1.529 -2.159
O -2.755 -0.158 -1.864
H -1.417 5.808 -2.080
H -2.864 3.908 -2.153
H 1.506 3.798 -2.110
C -0.261 -0.802 3.293
P -0.738 -0.338 1.586
C -0.605 1.484 1.674
C 0.581 2.038 1.190
C 0.820 3.401 1.308
C -0.136 4.221 1.886
C -1.315 3.676 2.382
C -1.541 2.312 2.296
C -2.533 -0.700 1.528
C -3.420 0.165 0.885
C -4.744 -0.202 0.689
C -5.192 -1.433 1.137
C -4.319 -2.300 1.783
C -2.994 -1.944 1.967
H -0.944 -0.314 3.987
H 0.756 -0.460 3.481
H -0.305 -1.881 3.438
H 1.332 1.392 0.747
H 1.755 3.818 0.956
H 0.047 5.285 1.969
H -2.053 4.313 2.851
H -2.441 1.891 2.726
H -3.089 1.140 0.552
H -5.410 0.472 0.166
H -6.222 -1.723 0.974
H -4.671 -3.260 2.139
H -2.323 -2.635 2.463
N 1.272 -3.109 0.634
C 1.003 -3.172 -0.677
S -0.639 -3.315 -1.205
N 2.000 -3.130 -1.567
C 3.376 -3.112 -1.342
C 3.996 -3.957 -0.368
C 5.358 -3.915 -0.220
C 6.141 -3.062 -1.018
C 5.526 -2.247 -1.999
C 4.172 -2.268 -2.166
H 0.533 -3.326 1.276
H 2.219 -3.032 0.971
H 1.709 -2.961 -2.520
H 3.417 -4.678 0.192
H 5.834 -4.565 0.502
H 7.215 -3.044 -0.894
H 6.129 -1.592 -2.614
H 3.695 -1.616 -2.887

Summary:
* orbital gap (spin up / spin down): 8.7 / 8.7 eV
* total charge: +1
* 2S+1: 5
* E_LUMO (spin up / spin down): -0.1051 / -0.1038 Ha
* ⟨S²⟩: 6.004
* energy relative to the best compared isomer or geometry (same formula, charge and spin): 0.000 eV

Per-atom Mulliken charges, elementary charge units: atom 1 (Ho): 0.55, atom 2 (O): -0.52, atom 3 (C): 0.91, atom 4 (C): -0.21, atom 5 (C): -0.18, atom 6 (N): -0.21, atom 7 (C): 0.23, atom 8 (C): -0.46, atom 9 (C): 0.18, atom 10 (O): -0.63, atom 11 (O): -0.16, atom 12 (C): 0.32, atom 13 (O): -0.63, atom 14 (O): -0.49, atom 15 (H): 0.32, atom 16 (H): 0.51, atom 17 (H): 0.62, atom 18 (C): -1.35, atom 19 (P): 0.97, atom 20 (C): 0.56, atom 21 (C): -0.56, atom 22 (C): -0.64, atom 23 (C): -0.52, atom 24 (C): -0.80, atom 25 (C): -0.55, atom 26 (C): 0.71, atom 27 (C): -0.24, atom 28 (C): -0.79, atom 29 (C): -0.70, atom 30 (C): -0.68, atom 31 (C): -0.87, atom 32 (H): 0.43, atom 33 (H): 0.43, atom 34 (H): 0.47, atom 35 (H): 0.37, atom 36 (H): 0.48, atom 37 (H): 0.46, atom 38 (H): 0.45, atom 39 (H): 0.51, atom 40 (H): 0.69, atom 41 (H): 0.43, atom 42 (H): 0.41, atom 43 (H): 0.44, atom 44 (H): 0.25, atom 45 (N): -0.18, atom 46 (C): 0.25, atom 47 (S): -0.42, atom 48 (N): -0.02, atom 49 (C): 0.47, atom 50 (C): -0.20, atom 51 (C): -0.62, atom 52 (C): -0.44, atom 53 (C): -0.67, atom 54 (C): -0.46, atom 55 (H): 0.24, atom 56 (H): 0.25, atom 57 (H): 0.31, atom 58 (H): 0.58, atom 59 (H): 0.39, atom 60 (H): 0.40, atom 61 (H): 0.40, atom 62 (H): 0.22

---

No. 3
A structure of composition C27H25AsBF4N4O4SSc, computed with the ωB97M-V functional and the def2-TZVPD basis.

Cartesian coordinates (Å):
Sc -0.135 0.667 0.861
O -1.391 3.534 3.900
C -0.836 2.710 3.177
N -1.329 1.847 2.279
C -2.690 1.705 2.005
O -3.609 2.206 2.617
C -2.874 0.798 0.774
C -4.283 0.802 0.279
C -4.557 0.879 -1.032
C -3.512 1.050 -2.007
C -2.245 1.240 -1.520
N -1.901 1.229 -0.230
C 0.683 2.615 3.249
C 1.394 3.382 4.160
C 2.774 3.279 4.175
C 3.399 2.418 3.285
C 2.616 1.690 2.404
N 1.289 1.795 2.390
H -5.060 0.704 1.025
H -5.592 0.837 -1.362
H -3.715 1.114 -3.067
H -1.422 1.446 -2.207
H 0.839 4.032 4.821
H 3.361 3.861 4.877
H 4.474 2.301 3.270
H 3.046 0.994 1.695
O 2.824 2.094 -1.928
C 1.885 2.037 -1.140
O 1.482 1.018 -0.488
C 1.058 3.292 -0.897
C 1.232 4.437 -1.665
C 0.410 5.521 -1.417
C -0.551 5.420 -0.421
C -0.649 4.238 0.295
N 0.151 3.198 0.068
H 1.994 4.437 -2.431
H 0.506 6.432 -1.997
H -1.225 6.237 -0.202
H -1.395 4.112 1.070
C -0.635 -1.688 -2.817
As 0.137 -1.683 -1.017
C 1.963 -2.195 -1.490
C -0.547 -3.396 -0.296
C -0.233 -4.593 -1.119
C -1.078 -5.008 -2.152
C -0.764 -6.104 -2.941
C 0.406 -6.817 -2.716
C 1.253 -6.422 -1.689
C 0.937 -5.325 -0.902
H -0.451 -2.628 -3.340
H -0.171 -0.869 -3.368
H -1.705 -1.491 -2.748
H 1.985 -3.045 -2.174
H 2.512 -2.430 -0.578
H 2.426 -1.323 -1.952
H -1.617 -3.234 -0.166
H -0.095 -3.464 0.694
H -1.993 -4.455 -2.331
H -1.437 -6.402 -3.737
H 0.653 -7.674 -3.333
H 2.169 -6.969 -1.500
H 1.600 -5.018 -0.101
S -2.287 -0.865 1.381
F 1.031 -0.923 1.822
B 2.133 -1.724 2.368
F 3.307 -1.294 1.749
F 1.874 -3.056 2.052
F 2.181 -1.512 3.734

Summary:
* orbital gap: 5.3 eV
* total charge: -2
* E_LUMO: 0.1626 Ha

Per-atom Mulliken charges, elementary charge units: atom 1 (Sc): -0.23, atom 2 (O): -0.77, atom 3 (C): -0.14, atom 4 (N): 0.63, atom 5 (C): -0.08, atom 6 (O): -0.68, atom 7 (C): 1.30, atom 8 (C): -1.38, atom 9 (C): -0.10, atom 10 (C): -1.30, atom 11 (C): -0.12, atom 12 (N): 0.40, atom 13 (C): 0.54, atom 14 (C): -0.66, atom 15 (C): -0.34, atom 16 (C): -1.20, atom 17 (C): -0.29, atom 18 (N): 0.54, atom 19 (H): 0.36, atom 20 (H): 0.35, atom 21 (H): 0.37, atom 22 (H): 0.35, atom 23 (H): 0.55, atom 24 (H): 0.39, atom 25 (H): 0.42, atom 26 (H): 0.64, atom 27 (O): -0.82, atom 28 (C): 0.15, atom 29 (O): -0.08, atom 30 (C): 0.52, atom 31 (C): -0.88, atom 32 (C): -0.28, atom 33 (C): -0.96, atom 34 (C): -0.31, atom 35 (N): 0.70, atom 36 (H): 0.53, atom 37 (H): 0.39, atom 38 (H): 0.43, atom 39 (H): 0.35, atom 40 (C): -1.48, atom 41 (As): 0.86, atom 42 (C): -1.32, atom 43 (C): -1.47, atom 44 (C): 0.24, atom 45 (C): -0.31, atom 46 (C): -0.59, atom 47 (C): -0.38, atom 48 (C): -0.66, atom 49 (C): -0.21, atom 50 (H): 0.48, atom 51 (H): 0.42, atom 52 (H): 0.32, atom 53 (H): 0.45, atom 54 (H): 0.26, atom 55 (H): 0.39, atom 56 (H): 0.64, atom 57 (H): 0.49, atom 58 (H): 0.41, atom 59 (H): 0.35, atom 60 (H): 0.36, atom 61 (H): 0.37, atom 62 (H): 0.47, atom 63 (S): -0.50, atom 64 (F): -0.02, atom 65 (B): 0.24, atom 66 (F): -0.42, atom 67 (F): -0.30, atom 68 (F): -0.35

---

> total charge of number 1 (C27H24FN2O8S2)?

-1

---

> Look up the total charge of the first one.

-1